Entry 1:
Molecular formula: C21H44BrN3O7PS2
Method: DFT, ωB97M-V with the def2-TZVPD basis set

## Properties
E_tot: -5229.1952 a.u.
Spin multiplicity: 3
Total charge: -1
⟨S²⟩: 2.008
LUMO (spin up / spin down): 1.60 / 1.45 eV
HOMO-LUMO gap (spin up / spin down): 7.7 / 7.5 eV

Geometry as XYZ:
```
79
Properties=species:S:1:pos:R:3:forces:R:3:mulliken_spin:R:1
C -0.037194 -2.474925 -5.481661 -0.07 0.00 -0.03 0.01
C 0.362296 -3.906161 -5.873287 -0.04 -0.02 0.16 0.00
C -0.699124 -4.945004 -5.483750 -0.03 0.02 -0.08 0.00
Br 0.013299 -6.361114 -4.359457 0.00 -0.05 -0.01 0.00
S -1.500772 -5.645937 -6.955744 0.11 0.18 0.19 0.00
O -1.762518 -4.462538 -7.757278 0.05 0.01 0.00 0.00
O -0.627207 -6.642232 -7.508079 0.02 0.06 -0.11 0.00
N -2.834040 -6.344088 -6.493670 -0.04 -0.30 -0.15 0.00
S -4.007366 -5.680254 -5.697943 -0.23 0.32 -0.09 0.00
O -5.154168 -6.547505 -5.741108 0.05 -0.08 0.17 0.00
O -3.585507 -5.165024 -4.404792 0.02 0.06 0.05 0.00
P -4.747752 -3.833145 -6.643382 0.00 -0.10 0.00 0.00
O -5.943425 -3.929443 -7.510484 0.02 0.03 -0.07 0.00
H 0.807554 -1.918238 -5.075042 0.00 0.01 -0.07 0.00
H -0.809182 -2.475746 -4.709428 0.07 0.01 0.03 0.00
H -0.435133 -1.927840 -6.337514 -0.03 -0.03 0.01 0.00
H 1.296225 -4.179002 -5.385243 0.00 0.01 -0.03 0.00
H 0.519325 -3.961683 -6.949697 0.13 -0.04 0.02 0.00
H -1.496543 -4.515938 -4.879678 0.02 -0.03 -0.10 0.00
H -4.920528 -3.106605 -5.447437 -0.04 -0.02 0.02 0.00
H -3.609075 -3.239326 -7.213307 -0.03 -0.04 0.07 0.00
C -0.195970 2.507415 -1.503767 0.07 0.01 -0.04 0.03
C -0.180669 0.972532 -1.343464 -0.08 0.15 -0.13 -0.01
C -0.123126 0.555474 0.136181 -0.10 -0.08 0.07 0.05
C 1.249928 0.672438 0.791216 -0.02 0.04 -0.01 -0.05
C 2.334271 0.014172 -0.054846 0.00 -0.05 0.10 0.04
C 2.364557 0.553871 -1.487358 0.06 0.12 -0.16 0.00
N 0.990065 0.363236 -2.064558 -0.03 -0.37 0.49 0.40
O 0.778299 -0.830155 -2.479144 0.06 0.21 -0.17 0.54
C 2.808799 2.017703 -1.501161 -0.02 0.01 -0.03 0.02
C 3.348583 -0.237371 -2.342029 -0.02 -0.04 0.05 -0.01
C -1.455955 0.412749 -1.970209 0.02 0.00 0.01 -0.01
H 0.487484 2.837064 -2.282941 -0.05 -0.01 -0.04 -0.02
H -1.193895 2.834179 -1.794715 -0.02 0.00 0.07 0.00
H 0.063731 3.023401 -0.578180 0.04 0.00 -0.01 0.00
H -0.463253 -0.481802 0.212019 0.06 -0.02 -0.09 0.00
H -0.847526 1.164763 0.683920 0.00 -0.03 0.02 0.00
H 1.491329 1.718506 0.996616 0.00 0.01 -0.04 0.01
H 1.203004 0.180395 1.765423 0.01 0.05 0.03 0.00
H 3.321772 0.163881 0.392317 -0.01 0.00 0.02 0.00
H 2.160752 -1.065321 -0.094679 -0.02 0.01 -0.08 0.00
H 2.783011 2.418350 -2.515611 0.01 0.00 0.00 -0.01
H 3.840273 2.058865 -1.146536 0.00 0.00 -0.02 0.00
H 2.216733 2.663356 -0.859517 0.02 -0.01 0.01 0.00
H 3.129289 -1.301115 -2.321533 -0.01 0.00 -0.01 0.00
H 4.356770 -0.073437 -1.956338 -0.01 0.00 -0.01 0.00
H 3.313399 0.099386 -3.379039 -0.01 0.00 0.00 0.00
H -1.477728 0.609967 -3.042737 -0.01 0.02 0.00 0.00
H -2.309526 0.909892 -1.505144 0.01 -0.01 0.00 0.00
H -1.546421 -0.659098 -1.820106 0.02 -0.01 -0.03 0.00
C 1.820230 0.919225 5.932557 -0.07 -0.03 -0.02 0.02
C 1.493813 2.180434 5.105150 0.07 -0.18 -0.01 -0.01
C 1.550555 3.457578 5.961721 0.04 0.08 -0.03 0.03
C 0.336121 3.691814 6.858174 0.01 -0.03 0.00 -0.02
C -0.969245 3.549379 6.081047 0.01 0.08 0.04 0.04
C -1.077947 2.203949 5.356753 -0.05 -0.19 -0.01 0.00
N 0.131853 2.078995 4.475085 -0.01 0.56 0.08 0.40
O 0.019225 2.700725 3.360177 0.00 -0.26 0.04 0.54
C -1.191818 1.056640 6.362256 0.02 -0.02 -0.02 0.02
C -2.317422 2.165254 4.470023 0.01 0.07 0.00 -0.01
C 2.510398 2.281479 3.973084 0.03 0.04 -0.05 -0.01
H 1.123788 0.110505 5.724983 0.04 -0.02 -0.05 -0.01
H 2.814713 0.558269 5.672546 0.03 0.05 0.05 0.00
H 1.808943 1.111859 7.006093 -0.05 -0.01 0.00 0.00
H 1.661739 4.314366 5.290398 -0.07 -0.04 -0.05 0.00
H 2.462133 3.410566 6.563815 0.01 0.05 -0.01 0.00
H 0.348850 3.014639 7.716587 -0.01 -0.05 -0.04 0.00
H 0.399495 4.701868 7.268326 0.00 -0.02 0.06 0.00
H -1.830277 3.654181 6.746613 0.02 0.02 0.01 0.00
H -1.037826 4.348653 5.337062 0.01 -0.04 -0.05 0.00
H -1.218505 0.094974 5.848269 -0.01 0.00 0.00 -0.01
H -2.131876 1.176583 6.902953 0.00 -0.01 -0.01 0.00
H -0.393357 1.032466 7.097610 -0.02 0.02 0.00 0.00
H -2.336555 2.997600 3.772234 0.01 0.00 -0.01 0.00
H -3.203002 2.213926 5.105904 0.01 -0.01 -0.01 0.00
H -2.351503 1.237187 3.898088 0.00 0.00 0.00 0.00
H 2.397597 1.430831 3.301307 0.09 0.00 -0.01 0.00
H 3.518851 2.271981 4.390823 -0.04 -0.02 0.06 0.00
H 2.383881 3.192527 3.394263 -0.04 -0.02 -0.02 0.00
```
Forces are in eV/Å.

---

Entry 2:
Molecular formula: C21H44EuN3OP2
Method: DFT, ωB97M-V with the def2-TZVPD basis set

## Properties
E_tot: -2458.5164 a.u.
Spin multiplicity: 7
Total charge: +2
⟨S²⟩: 12.050
LUMO (spin up / spin down): -8.28 / -6.46 eV
HOMO-LUMO gap (spin up / spin down): 4.8 / 6.8 eV

Geometry as XYZ:
```
72
Properties=species:S:1:pos:R:3:forces:R:3:mulliken_spin:R:1
Eu 0.057065 -0.209774 0.654621 0.98 1.13 -2.59 6.13
P -0.474975 -1.964142 -1.641487 0.80 -0.44 0.38 -0.02
P -0.286760 2.706171 0.533324 1.21 0.60 0.23 0.00
N 1.185294 0.626021 -1.298554 0.82 -1.03 2.72 -0.10
C 1.100900 -1.573011 -2.553848 -0.07 -0.28 -0.20 0.00
H 1.801940 -2.399039 -2.369083 -0.32 0.06 -0.20 0.00
H 0.829883 -1.593611 -3.618556 0.18 -0.14 0.38 0.00
C 1.835669 -0.250729 -2.282294 0.07 0.46 0.05 0.00
H 2.884006 -0.466394 -1.979026 -0.49 0.11 -0.11 0.00
H 1.924246 0.270658 -3.256184 -0.10 0.04 0.38 0.00
C 1.815694 1.954236 -1.327408 -0.43 -0.16 -0.43 0.00
H 1.451092 2.446452 -2.249972 0.23 0.00 0.09 0.00
H 2.924508 1.899491 -1.406913 -0.57 -0.06 -0.02 0.00
C 1.463117 2.840570 -0.130015 0.14 -0.39 0.08 0.00
H 1.628292 3.891319 -0.407730 0.02 -0.26 0.21 0.00
H 2.161512 2.602152 0.688044 -0.26 0.15 -0.06 0.00
C 0.054049 3.479004 2.199734 0.09 -0.05 -0.37 -0.01
C 0.676237 2.410477 3.109264 0.09 0.07 0.13 0.01
H 1.527321 1.875307 2.661800 -0.10 0.18 -0.03 0.00
H -0.062539 1.660025 3.427155 -0.09 0.11 0.00 0.00
H 1.057279 2.890159 4.019773 -0.08 -0.21 -0.11 0.00
C -1.123971 3.974587 -0.514999 -0.25 -0.54 -0.20 0.00
C -2.643804 3.916725 -0.342646 -0.12 0.12 -0.12 0.00
H -3.113009 4.592698 -1.067692 0.01 -0.14 0.19 0.00
H -2.958345 4.224675 0.661798 0.08 -0.03 -0.21 0.00
H -3.027992 2.907671 -0.530339 0.02 0.15 -0.02 0.00
C -1.645739 -2.502918 -2.978000 -0.26 0.73 0.13 0.00
C -2.899139 -3.176707 -2.407243 0.00 0.06 0.01 0.00
H -3.594205 -3.374122 -3.234245 0.12 0.04 0.28 0.00
H -3.403059 -2.518319 -1.688084 0.03 -0.21 -0.07 0.00
H -2.677569 -4.138097 -1.921387 -0.03 0.27 -0.15 0.00
C 0.047551 -3.451163 -0.597070 -0.20 0.48 -0.43 0.00
C -0.975406 -3.767714 0.512416 0.19 -0.26 0.18 0.00
H -0.440527 -4.066462 1.428622 -0.24 -0.10 -0.30 0.00
H -1.626311 -4.606778 0.220645 0.13 0.40 0.15 0.00
H -1.631121 -2.919866 0.782061 0.08 -0.12 -0.15 0.00
C -2.660495 0.177707 0.664660 -4.12 -0.39 0.86 0.01
C -0.537060 5.378883 -0.326818 0.08 0.34 -0.21 0.00
H 0.408507 5.389089 0.231467 -0.31 0.12 -0.15 0.00
H -0.330484 5.809481 -1.316845 -0.06 0.00 0.35 0.00
H -1.247710 6.045463 0.179707 0.21 -0.22 -0.07 0.00
C -1.011887 -3.293722 -4.118094 0.26 -0.19 -0.16 0.00
H -1.803542 -3.726908 -4.741174 0.13 0.09 0.15 0.00
H -0.412464 -2.651391 -4.772831 -0.11 -0.23 0.14 0.00
H -0.383364 -4.111653 -3.751887 -0.17 0.16 -0.25 0.00
C 0.434856 -4.691825 -1.402244 0.27 -0.46 0.37 0.00
H 0.894391 -5.414631 -0.712460 -0.11 0.05 -0.23 0.00
H -0.434333 -5.186768 -1.856904 0.20 0.24 0.15 0.00
H 1.178299 -4.484725 -2.181711 -0.23 0.00 0.18 0.00
C -1.147891 4.156722 2.860786 0.02 0.07 0.21 0.00
H -2.022001 3.494085 2.928097 0.18 0.09 -0.02 0.00
H -0.866001 4.436838 3.885652 -0.15 -0.03 -0.22 0.00
H -1.447744 5.078156 2.346374 0.09 -0.31 0.06 0.00
H 0.825135 4.237469 1.984578 -0.22 -0.18 0.23 0.00
H 0.969908 -3.078315 -0.105611 -0.13 -0.02 -0.17 0.00
H -0.883662 3.627752 -1.536093 -0.10 0.02 0.31 0.00
H -1.930955 -1.511622 -3.380560 -0.13 -0.35 0.07 0.00
O -3.796496 0.164852 0.852641 3.99 0.22 -0.80 0.00
H -0.252008 0.981498 -2.148428 -1.05 0.37 -1.25 0.00
H -0.741654 1.178459 -2.754066 0.11 -0.06 0.38 -0.01
C 0.101246 -1.813678 3.580927 -0.33 -0.15 0.00 0.00
C 1.492699 -1.625408 3.109093 0.92 0.03 -0.08 0.00
N 1.906790 -1.035491 1.985028 -0.19 -0.13 0.31 -0.01
C 3.308693 -1.100517 1.979311 -0.59 -0.30 0.52 0.00
C 3.710261 -1.742185 3.115233 -0.50 0.15 -0.30 0.00
N 2.548379 -2.066806 3.809320 0.33 0.12 -0.21 0.00
H -0.564174 -1.012579 3.208521 0.07 -0.27 0.30 0.00
H 0.085255 -1.777029 4.678655 -0.22 0.07 -0.33 0.00
H -0.288845 -2.791390 3.259347 -0.02 0.34 0.15 0.00
H 3.884418 -0.683578 1.165532 -0.03 -0.09 0.18 0.00
H 4.687557 -1.986908 3.486758 0.05 -0.03 0.03 0.00
H 2.485188 -2.558880 4.697567 0.18 0.20 -0.31 0.00
```
Forces are in eV/Å.

---

Entry 3:
Molecular formula: C21H44FN5O2PS
Method: DFT, ωB97M-V with the def2-TZVPD basis set

## Properties
E_tot: -2089.3912 a.u.
Total charge: +1
LUMO: -4.58 eV
HOMO-LUMO gap: 5.7 eV

Geometry as XYZ:
```
75
Properties=species:S:1:pos:R:3:forces:R:3:mulliken_charge:R:1
C 0.007736 -5.392855 1.827470 -1.55 2.36 -0.44 -0.42
C -0.852087 -4.197501 1.479412 2.20 -2.53 -0.32 -0.34
N -0.561510 -2.919131 2.231648 -0.38 -0.49 -0.96 0.14
C 0.073092 -1.869998 1.615724 -0.54 1.05 0.14 -0.81
N 0.539916 -1.784653 0.185972 0.10 0.08 3.22 0.96
C 1.671566 -2.658794 -0.192476 0.43 -3.36 -1.24 1.22
C 2.010249 -2.701644 -1.834006 0.92 -0.29 0.08 -0.99
F 2.932233 -2.500231 0.628183 -2.65 0.30 -1.57 -0.42
C 0.613268 -0.347602 -0.280937 0.48 2.24 -1.75 -0.77
C 2.039226 0.423105 -0.008069 1.05 1.32 0.08 0.65
C 3.044636 0.454518 -1.346916 1.08 -1.20 1.29 -0.47
C 3.910129 1.845159 -1.470119 0.38 -1.24 -1.08 -0.34
C 4.636611 2.334154 -0.084313 0.78 0.58 -1.39 -0.39
O 4.021095 3.618448 0.305294 -0.62 -2.18 1.04 -0.54
C -0.737343 0.545277 0.174208 -0.45 -1.96 0.55 -0.67
C -1.986022 -0.260273 -0.483766 -0.31 -1.31 0.02 -0.81
C -3.429536 0.415483 -0.646188 -2.37 -0.40 -0.57 0.81
C -4.316871 -0.670470 -1.573089 0.93 0.38 -0.10 -1.16
C -3.583411 1.828663 -1.427162 -1.00 -0.10 -0.42 -1.05
N -0.659423 1.995242 -0.126697 2.36 -0.97 -4.12 0.15
C -0.242721 2.386115 -1.341979 0.06 0.85 1.38 0.54
C 0.717620 3.764098 -1.316496 -1.76 0.02 -0.14 -0.82
C -0.527646 1.818964 -2.833733 1.26 0.74 -0.57 -1.22
C -0.679794 0.478425 1.855719 1.16 2.56 0.32 0.60
S 0.140607 2.118218 2.417635 1.27 -0.12 0.65 -0.21
P -2.418643 0.583628 2.667241 -1.82 -0.34 -0.01 0.13
C -2.353205 0.649968 4.570824 0.66 1.12 1.48 -0.93
C -3.172306 2.325056 2.213802 -0.58 1.22 0.29 -0.88
N 0.218938 -0.593008 2.382911 -1.41 -2.67 -4.52 1.00
N 0.459780 -0.654687 3.694684 0.70 -1.55 3.06 -0.95
H -0.148503 -5.894786 2.880348 1.60 1.81 -1.65 0.27
H 0.842619 -5.754191 1.063806 -2.98 -0.42 1.19 0.24
H -1.680641 -4.232462 0.626401 2.76 0.86 1.27 0.30
H -0.914197 -2.902231 3.236529 0.91 0.78 -1.69 0.29
H 1.408141 -3.810042 0.003837 0.31 2.95 0.11 -0.38
H 3.096576 -2.247227 -2.031383 -2.71 -0.77 0.44 0.19
H 1.173849 -2.202411 -2.482072 1.73 -0.77 1.38 0.23
H 2.091217 -3.826618 -2.226524 -0.33 2.51 1.26 0.40
H 0.511436 -0.391696 -1.470517 0.26 -0.13 2.67 0.07
H 2.630327 0.008710 0.943575 -1.45 0.61 -2.25 0.47
H 1.913272 1.587241 0.232826 -0.43 -2.73 -0.44 -0.80
H 3.842528 -0.407296 -1.132807 -1.67 1.78 -0.65 0.16
H 2.487190 0.134146 -2.325767 0.96 0.94 1.79 0.28
H 3.237481 2.659292 -1.984125 1.49 -1.31 1.47 0.00
H 4.790961 1.620702 -2.243371 -1.99 0.43 1.55 0.43
H 4.679726 1.532779 0.767301 -0.43 1.47 -1.56 0.19
H 5.771588 2.585530 -0.355590 -2.58 -0.45 0.70 0.31
H 3.192388 3.370265 0.811846 1.42 0.56 -0.80 0.33
H -1.648536 -0.661619 -1.557433 -0.68 1.07 2.23 0.35
H -2.167968 -1.268061 0.134313 0.39 2.17 -1.19 -0.10
H -4.095419 0.496522 0.342093 2.08 -0.27 -1.86 0.14
H -3.756975 -0.742566 -2.617140 -1.25 -0.03 2.08 0.29
H -4.307362 -1.725920 -1.048176 -0.21 2.10 -1.15 0.29
H -5.409239 -0.281178 -1.776289 2.23 -0.86 0.59 0.36
H -3.046274 2.752312 -0.951842 -0.79 -1.95 -1.03 0.20
H -3.311556 1.641163 -2.563804 -0.35 0.68 2.39 0.14
H -4.746190 2.100212 -1.433110 2.50 -0.66 0.06 0.39
H 1.292292 3.746085 -0.297318 -1.06 0.12 -2.20 0.00
H 1.396966 3.791992 -2.269734 -1.22 -0.15 2.04 0.33
H 0.034211 4.742095 -1.359545 1.47 -2.13 0.17 0.32
H -0.663235 0.670260 -2.956514 -0.16 2.19 0.39 0.16
H -1.426964 2.459975 -3.287404 1.86 -1.62 1.18 0.31
H 0.410163 2.113116 -3.511980 -1.99 -0.67 1.54 0.45
H 1.380803 1.781010 2.998137 -1.46 -0.26 -0.58 0.14
H -3.128515 1.462052 4.958026 1.56 -1.73 -1.01 0.34
H -1.293199 1.027864 4.933552 -2.13 -0.84 -0.55 0.30
H -2.659427 -0.358401 5.093621 0.76 1.86 -1.26 0.28
H -2.472374 2.959463 1.526308 -1.38 -1.26 1.18 0.22
H -4.248084 2.187579 1.715236 2.57 0.12 0.94 0.27
H -3.381075 2.961344 3.199080 0.71 -1.47 -2.03 0.40
H 1.374332 -1.114045 3.899384 -0.87 0.75 -0.47 0.25
H -0.240803 -1.132916 4.295162 0.16 0.63 -0.58 0.18
O 1.919912 -3.998266 -4.657705 -0.08 -0.18 -0.43 -0.57
H 2.446678 -3.790265 -5.443988 -0.13 -0.05 0.27 0.29
H 1.305693 -4.683185 -4.962024 0.20 0.21 0.10 0.29
```
Forces are in eV/Å.